Record 1
Below is a cluster of 6 separate species, CH13NO6 in total at a distorted geometry, with properties calculated with ωB97M-V/def2-TZVPD.

Structure (XYZ):
```
21
Properties=species:S:1:pos:R:3:lowdin_charge:R:1
C 1.831 0.336 0.693 -0.34
N 1.803 1.602 1.289 0.15
O 1.453 0.194 -0.427 0.02
H 2.190 -0.472 1.206 0.11
H 2.028 1.841 2.178 0.05
H 1.868 2.351 0.636 0.10
H -1.564 1.485 2.831 0.10
H -0.275 0.879 3.207 -0.06
O -0.645 1.684 3.291 -0.06
H -1.208 -2.314 -0.117 0.02
H -2.049 -3.358 0.162 -0.04
O -1.484 -2.866 0.632 -0.01
H -0.146 0.571 -3.762 0.03
H -1.171 -0.384 -2.837 0.03
O -1.033 0.321 -3.495 -0.07
H 1.240 -1.501 -1.245 0.00
H 1.234 -2.264 -2.515 0.12
O 0.590 -2.120 -1.679 -0.14
H -1.745 0.935 -0.714 0.12
H -1.311 2.002 0.312 0.02
O -1.606 1.079 0.352 -0.13
```

Computed properties:
SMILES ... NC=O.O.O.O.O.O
Net charge ... 0

***

Record 2
Below is a cluster of 5 separate species, CH14N2O4 in total at a distorted geometry, with properties calculated with ωB97M-V/def2-TZVPD.

Structure (XYZ):
```
21
Properties=species:S:1:pos:R:3:lowdin_charge:R:1
N -2.444 0.662 1.774 0.03
C -1.464 0.715 0.725 -0.38
N -0.300 1.588 0.724 0.00
H -2.157 0.049 2.483 0.05
H -3.379 0.529 1.454 0.06
H -0.992 -0.207 0.657 0.07
H -1.974 0.973 -0.204 0.12
H -0.701 2.414 1.165 0.08
H 0.229 1.397 1.553 0.06
H 0.071 -0.700 -3.497 0.06
H 1.213 0.059 -2.984 0.05
O 1.053 -0.913 -3.342 -0.15
H 0.058 2.219 -2.485 0.00
H 0.522 1.816 -1.237 0.04
O 0.708 1.650 -2.192 -0.04
H 2.453 -1.636 -0.212 0.05
H 1.172 -1.560 -1.122 0.03
O 1.487 -1.717 -0.198 -0.08
H 0.588 -1.457 1.998 0.01
H 0.793 -1.051 3.334 0.04
O 0.515 -1.881 2.889 -0.08
```

Computed properties:
SMILES ... NCN.O.O.O.O
Net charge ... 0

***

Record 3
Below is a cluster of 5 separate species, CH14N2O4 in total at a distorted geometry, with properties calculated with ωB97M-V/def2-TZVPD.

Structure (XYZ):
```
21
Properties=species:S:1:pos:R:3:lowdin_charge:R:1
N -0.044 -0.968 0.390 0.28
C 0.122 -1.969 -0.637 -0.20
N 0.214 -1.392 -2.056 0.15
H -0.961 -0.881 0.776 0.11
H 0.852 -0.751 0.816 0.16
H 0.917 -2.569 -0.410 0.12
H -0.783 -2.532 -0.564 0.12
H 0.620 -0.468 -1.911 0.09
H 0.951 -1.875 -2.672 0.15
H 0.411 3.492 0.242 0.01
H -0.715 2.451 0.520 0.06
O -0.018 3.073 0.966 -0.09
H -2.727 1.210 -1.973 0.03
H -1.667 0.223 -1.631 0.02
O -1.889 1.177 -1.560 -0.04
H 4.743 2.532 0.760 0.07
H 3.782 3.192 1.522 0.01
O 3.766 2.727 0.701 -0.08
H -3.009 -1.966 2.869 0.05
H -1.830 -2.454 1.839 0.00
O -2.733 -2.252 2.014 -0.02
```

Computed properties:
Spin multiplicity ... 2
Net charge ... +1

***

Record 4
Below is a cluster of 6 separate species, CH14N2O5 in total at a distorted geometry, with properties calculated with ωB97M-V/def2-TZVPD.

Structure (XYZ):
```
22
Properties=species:S:1:pos:R:3:lowdin_charge:R:1
N -1.827 -1.526 -1.405 0.09
C -1.763 -1.026 -0.088 -0.38
N -1.744 -1.689 0.970 0.06
H -2.315 -0.987 -2.067 0.07
H -1.788 -2.520 -1.417 0.08
H -1.677 0.125 -0.007 0.14
H -1.539 -1.315 1.881 0.03
H 1.048 1.739 2.534 0.09
H 0.067 0.940 1.788 0.01
O 0.452 1.823 1.751 -0.07
H 2.556 1.703 -0.697 0.06
H 1.394 1.752 0.349 0.05
O 1.667 1.369 -0.563 -0.10
H 0.105 -1.510 2.246 0.02
H 1.051 -1.085 1.172 0.01
O 0.709 -0.798 2.047 -0.08
H 0.140 2.193 -2.909 0.07
H -0.122 1.855 -1.458 -0.02
O -0.608 1.922 -2.287 -0.10
H 0.761 -1.172 -1.008 0.03
H 1.882 -0.436 -0.360 0.02
O 1.550 -1.359 -0.471 -0.08
```

Computed properties:
SMILES ... [H]/N=C/N.O.O.O.O.O
Net charge ... 0

***

Record 5
Below is a cluster of 6 separate species, CH14N2O5 in total at a distorted geometry, with properties calculated with ωB97M-V/def2-TZVPD.

Structure (XYZ):
```
22
Properties=species:S:1:pos:R:3:lowdin_charge:R:1
N 2.487 1.747 -1.605 0.06
C 1.858 0.538 -1.795 -0.35
N 1.081 0.107 -0.878 0.06
H 2.582 2.397 -2.371 0.09
H 2.188 2.140 -0.717 0.05
H 2.040 0.151 -2.799 0.12
H 0.585 -0.721 -1.188 0.03
H -2.160 2.276 4.174 0.03
H -3.231 2.820 4.908 0.03
O -3.110 2.096 4.281 -0.08
H -0.705 -4.399 -1.485 0.00
H -1.099 -2.951 -1.676 0.03
O -0.442 -3.495 -1.226 -0.08
H -1.094 3.507 1.525 0.04
H 0.412 3.253 2.060 0.00
O -0.481 3.609 2.272 -0.10
H -1.775 -6.137 -3.304 0.04
H -1.864 -6.456 -1.738 0.06
O -2.079 -5.837 -2.453 -0.05
H 1.997 1.721 1.990 0.06
H 1.142 1.454 0.809 0.03
O 1.668 2.179 1.215 -0.08
```

Computed properties:
SMILES ... [H]/N=C/N.O.O.O.O.O
Net charge ... 0

***

Record 6
Below is a cluster of 5 separate species, CH14NO4 in total at a distorted geometry, with properties calculated with ωB97M-V/def2-TZVPD.

Structure (XYZ):
```
20
Properties=species:S:1:pos:R:3:lowdin_charge:R:1
C -0.714 -1.988 -0.584 -0.04
N -0.344 -0.591 -0.260 0.14
H -1.710 -2.292 -0.285 0.10
H -0.088 -2.673 -0.001 0.10
H -0.535 -2.273 -1.612 0.09
H 0.657 -0.401 -0.141 0.10
H -0.729 -0.082 -1.065 0.12
H -0.793 -0.321 0.604 0.14
H 2.900 -0.590 0.137 0.07
H 2.442 -0.343 1.653 0.02
O 2.201 -0.668 0.793 -0.04
H -2.242 0.740 -2.997 0.06
H -2.238 -0.651 -3.525 0.06
O -1.867 -0.129 -2.809 -0.04
H -1.498 2.759 1.020 0.05
H -2.957 2.153 1.135 0.04
O -2.059 1.981 0.871 -0.05
H 3.558 1.308 2.858 0.05
H 3.051 2.496 2.052 0.04
O 2.965 1.566 2.156 -0.03
```

Computed properties:
Net charge ... +1

***

Number 1: electronic energy -552.034631 Eh. Number 2: electronic energy -456.925323 Eh. Number 3: electronic energy -456.569556 Eh. Number 4: electronic energy -532.196741 Eh. Number 5: electronic energy -532.193696 Eh. Number 6: electronic energy -401.984081 Eh.